C41H65As2NO13Si3Ti | ωB97M-V/def2-TZVPD

- Lowest unoccupied orbital energy: -0.2388 hartree
- Relative energy (zero: lowest compared OMol25 entry of this formula, charge and spin): 24.6 kcal per mole

Geometry as ORCA input:
```
! wB97M-V def2-TZVPD RIJCOSX def2/J DEFGRID3
* xyz 2 1
Ti 0.982 0.251 1.758
C 3.383 -1.107 3.216
C 3.720 -1.817 1.935
O 2.980 -1.112 0.942
C 2.686 -1.883 -0.230
C 1.477 -2.752 0.028
O 0.528 -1.946 0.742
C -0.620 -2.697 1.132
C -1.460 -1.735 1.926
O -0.605 -1.014 2.844
C -0.154 -1.803 3.959
C 1.287 -2.193 3.741
O 1.948 -0.996 3.308
H 3.752 -0.084 3.186
H 3.773 -1.606 4.103
H 3.425 -2.870 1.964
H 4.791 -1.762 1.728
H 3.548 -2.493 -0.509
H 2.482 -1.166 -1.019
H 1.721 -3.624 0.647
H 1.039 -3.109 -0.905
H -0.306 -3.563 1.725
H -1.161 -3.050 0.252
H -2.246 -2.240 2.488
H -1.912 -0.995 1.269
H -0.783 -2.685 4.079
H -0.248 -1.177 4.841
H 1.396 -2.973 2.987
H 1.736 -2.534 4.676
C -1.796 1.419 0.613
O -0.692 1.314 1.542
Si -0.406 2.372 2.911
C -1.545 1.817 4.265
C -0.880 4.095 2.414
C 1.391 1.812 2.980
Si 2.551 3.091 2.022
C 3.087 4.509 3.124
C 1.711 4.007 0.609
C 4.094 2.195 1.425
Si 1.956 1.874 4.832
C 3.817 1.764 5.048
C 1.295 3.488 5.551
C 1.286 0.557 5.988
H -1.834 2.435 0.224
H -2.728 1.179 1.123
H -1.631 0.720 -0.202
H -2.571 2.060 3.975
H -1.343 2.365 5.187
H -1.497 0.750 4.475
H -1.895 4.293 2.764
H -0.847 4.255 1.338
H -0.226 4.840 2.871
H 2.255 5.147 3.421
H 3.739 5.116 2.487
H 3.660 4.250 4.011
H 1.313 4.962 0.951
H 0.933 3.464 0.082
H 2.509 4.230 -0.107
H 4.949 2.395 2.074
H 4.345 2.580 0.433
H 3.983 1.118 1.314
H 4.421 2.210 4.260
H 4.145 0.734 5.191
H 4.059 2.291 5.976
H 0.699 4.096 4.869
H 2.115 4.123 5.891
H 0.675 3.270 6.423
H 1.670 -0.448 5.822
H 0.198 0.532 6.053
H 1.644 0.864 6.977
N 4.016 3.827 -7.061
C 3.662 3.400 -6.056
C 3.212 2.868 -4.799
C 3.868 1.775 -4.235
C 3.435 1.266 -3.026
C 2.340 1.841 -2.378
C 1.685 2.938 -2.949
C 2.124 3.453 -4.153
C 1.878 1.330 -1.130
C 1.514 0.916 -0.044
H 4.713 1.336 -4.746
H 3.952 0.428 -2.578
H 0.841 3.382 -2.439
H 1.632 4.307 -4.598
C -1.755 2.396 -4.996
O -1.797 1.301 -4.061
C -3.030 0.998 -3.628
O -4.011 1.624 -3.937
C -3.082 -0.127 -2.647
C -4.270 -0.738 -2.471
As -5.124 -1.612 -4.031
C -4.427 -0.730 -5.627
C -3.543 -2.893 -3.937
C -2.410 -2.828 -3.234
As -1.716 -1.380 -2.032
C -0.166 -0.912 -3.141
C -1.434 -3.949 -3.158
O -0.492 -3.917 -2.381
O -1.678 -4.962 -3.962
C -0.753 -6.065 -3.936
C -3.807 -3.964 -4.974
O -3.468 -3.751 -6.104
O -4.527 -5.033 -4.651
C -4.881 -5.267 -3.280
C -4.580 -1.538 -1.251
O -5.113 -2.618 -1.243
O -4.339 -0.841 -0.115
C -4.873 -1.467 1.062
H -0.717 2.481 -5.300
H -2.103 3.312 -4.523
H -2.386 2.183 -5.856
H -4.985 0.184 -5.807
H -4.611 -1.444 -6.431
H -3.359 -0.529 -5.587
H 0.300 -0.011 -2.747
H -0.455 -0.749 -4.173
H 0.525 -1.751 -3.079
H -1.126 -6.768 -4.673
H -0.733 -6.514 -2.945
H 0.243 -5.719 -4.204
H -5.532 -6.135 -3.295
H -5.407 -4.417 -2.852
H -3.990 -5.487 -2.691
H -4.678 -0.778 1.880
H -4.398 -2.433 1.238
H -5.944 -1.628 0.955
*
```

C5H8O | ωB97M-V/def2-TZVPD

- Lowest unoccupied orbital energy (alpha / beta): -0.0252 / -0.0552 hartree
- Relative energy (zero: lowest compared OMol25 entry of this formula, charge and spin): 119.0 kcal per mole

Geometry as ORCA input:
```
! wB97M-V def2-TZVPD RIJCOSX def2/J DEFGRID3
* xyz 0 1
C 1.386 -0.475 0.196
C 1.096 0.807 -0.416
C -0.116 -0.019 0.133
C -1.211 -0.503 -0.877
O -2.394 -0.173 -0.396
C -0.701 0.345 1.331
H 1.575 -1.331 -0.445
H 1.849 -0.514 1.178
H 1.325 1.721 0.123
H 1.079 0.894 -1.498
H -0.941 -0.064 -1.870
H -1.036 -1.604 -0.990
H -0.130 0.735 2.171
H -1.781 0.180 1.358
*
```

C33H36F6GeMoN5O3PS2Se | ωB97M-V/def2-TZVPD

- Lowest unoccupied orbital energy (alpha / beta): -0.1915 / -0.1815 hartree
- Relative energy (zero: lowest compared OMol25 entry of this formula, charge and spin): 11.6 kcal per mole

Geometry as ORCA input:
```
! wB97M-V def2-TZVPD RIJCOSX def2/J DEFGRID3
* xyz 1 2
Mo -1.172 -2.253 -1.011
O -3.245 1.329 -1.029
C -2.742 0.297 -0.685
N -2.686 -0.915 -1.376
C -3.647 -1.214 -2.352
O -4.406 -0.450 -2.879
C -3.682 -2.693 -2.635
C -4.665 -3.249 -3.426
C -4.677 -4.627 -3.589
C -3.719 -5.394 -2.946
C -2.765 -4.764 -2.165
N -2.753 -3.440 -2.029
C -2.113 0.107 0.664
C -2.431 0.923 1.726
C -1.939 0.597 2.979
C -1.123 -0.513 3.111
C -0.833 -1.276 1.996
N -1.329 -0.973 0.791
H -5.399 -2.598 -3.880
H -5.434 -5.099 -4.199
H -3.706 -6.471 -3.034
H -2.012 -5.321 -1.625
H -3.079 1.770 1.552
H -2.202 1.193 3.842
H -0.727 -0.815 4.070
H -0.236 -2.170 2.072
C 1.986 0.841 -2.013
C 0.746 0.011 -2.071
N 0.483 -0.852 -1.127
N 1.479 -0.958 -0.169
C 1.668 -2.148 0.265
S 0.645 -3.503 -0.175
S 2.973 -2.461 1.413
C 4.429 -2.137 0.351
C 5.036 -0.761 0.441
C 4.253 0.385 0.466
C 4.843 1.640 0.477
C 6.226 1.762 0.473
C 7.014 0.620 0.455
C 6.421 -0.634 0.439
C -0.107 0.069 -3.243
C -0.169 1.196 -4.075
C -0.859 1.152 -5.264
C -1.449 -0.041 -5.686
C -1.388 -1.171 -4.899
C -0.756 -1.104 -3.659
O -0.792 -2.179 -2.861
H 2.857 0.187 -1.961
H 2.078 1.477 -2.886
H 1.999 1.431 -1.094
H 5.154 -2.895 0.646
H 4.129 -2.374 -0.671
H 3.174 0.302 0.473
H 4.215 2.522 0.490
H 6.687 2.740 0.487
H 8.092 0.704 0.460
H 7.044 -1.521 0.429
H 0.305 2.117 -3.764
H -0.933 2.038 -5.878
H -1.968 -0.077 -6.633
H -1.845 -2.103 -5.202
F -2.207 -3.282 0.359
P -2.657 -4.758 1.802
F -1.848 -5.675 0.785
F -3.932 -4.923 0.884
F -3.002 -5.840 2.846
F -1.267 -4.303 2.422
F -3.340 -3.522 2.505
C -0.464 3.715 4.384
Ge -0.121 4.825 2.806
C 0.260 6.666 3.340
C -1.618 4.741 1.549
C 1.444 4.076 1.861
Se 1.252 2.174 1.456
C 2.100 1.447 3.043
H -1.383 4.016 4.887
H 0.356 3.802 5.097
H -0.551 2.670 4.089
H -0.587 7.107 3.864
H 0.482 7.283 2.470
H 1.124 6.695 4.005
H -2.557 5.033 2.018
H -1.724 3.731 1.153
H -1.439 5.411 0.707
H 2.374 4.194 2.417
H 1.586 4.573 0.901
H 1.551 1.741 3.934
H 3.132 1.786 3.100
H 2.091 0.363 2.942
*
```

C6H5NO6S | ωB97M-V/def2-TZVPD

- SMILES: O=CN(CCC1=[S@]2(=O)O[C@]12[O-])C(=O)[O-]
- Lowest unoccupied orbital energy: 0.2231 hartree
- Relative energy (zero: lowest compared OMol25 entry of this formula, charge and spin): 0.0 kcal per mole

Geometry as ORCA input:
```
! wB97M-V def2-TZVPD RIJCOSX def2/J DEFGRID3
* xyz -2 1
O -0.141 2.232 -0.407
C 0.881 1.638 -0.709
N 1.391 0.609 -0.111
C 0.828 -0.050 1.014
C -0.318 -1.116 0.823
C -1.425 -0.673 -0.038
S -2.139 0.990 -0.215
O -2.625 1.358 1.136
O -3.366 0.013 -0.917
C -2.481 -1.154 -0.737
O -2.819 -2.240 -1.213
C 2.746 -0.019 -0.634
O 3.235 0.655 -1.562
O 3.011 -1.120 -0.162
H 1.499 2.067 -1.561
H 0.370 0.842 1.481
H 1.708 -0.557 1.585
H -0.624 -1.455 1.914
H 0.268 -2.021 0.313
*
```

C35H18F3N8O2Sc | ωB97M-V/def2-TZVPD

- Lowest unoccupied orbital energy: 0.1632 hartree
- Relative energy (zero: lowest compared OMol25 entry of this formula, charge and spin): 0.0 kcal per mole

Geometry as ORCA input:
```
! wB97M-V def2-TZVPD RIJCOSX def2/J DEFGRID3
* xyz -2 1
Sc 0.520 -0.030 -0.535
C 3.369 -1.615 5.296
C 3.745 -0.248 5.302
C 3.282 0.623 4.341
C 2.430 0.126 3.340
C 1.760 0.734 2.243
N 1.041 -0.246 1.570
C 1.178 -1.415 2.223
N 0.481 -2.581 1.991
C -0.345 -2.676 1.007
C -1.268 -3.831 0.854
C -1.440 -4.976 1.610
C -2.431 -5.871 1.220
C -3.229 -5.613 0.102
C -3.049 -4.455 -0.649
C -2.059 -3.575 -0.254
C -1.591 -2.284 -0.833
N -2.075 -1.771 -1.893
C -1.429 -0.562 -2.393
N -1.343 0.535 -1.390
C -1.685 1.680 -1.914
N -1.453 2.908 -1.429
C -0.591 3.019 -0.409
N 0.186 2.081 0.149
C 0.943 2.662 1.179
N 1.681 2.069 2.060
C 0.658 4.087 1.208
C 1.118 5.131 2.006
C 0.593 6.395 1.794
C -0.387 6.622 0.813
C -0.852 5.577 0.029
C -0.317 4.313 0.236
C -2.332 1.447 -3.233
C -2.923 2.325 -4.124
C -3.438 1.808 -5.308
C -3.347 0.440 -5.578
C -2.732 -0.430 -4.681
C -2.216 0.091 -3.508
N -0.565 -1.806 -0.021
C 2.055 -1.236 3.336
C 2.525 -2.110 4.327
H 3.755 -2.277 6.064
H 4.412 0.114 6.077
H 3.563 1.670 4.343
H -0.815 -5.153 2.477
H -2.591 -6.780 1.789
H -3.995 -6.326 -0.182
H -3.655 -4.239 -1.521
H 1.868 4.947 2.766
H 0.941 7.227 2.396
H -0.780 7.623 0.672
H -1.609 5.727 -0.731
H -2.977 3.383 -3.894
H -3.912 2.466 -6.027
H -3.758 0.053 -6.504
H -2.649 -1.491 -4.890
H 2.232 -3.154 4.316
C 0.072 -0.813 -2.705
H 0.378 -0.152 -3.521
H 0.224 -1.847 -3.023
F 3.873 -2.405 -2.223
C 3.508 -1.786 -1.084
F 2.260 -2.194 -0.798
F 4.309 -2.242 -0.107
C 3.622 -0.246 -1.221
O 4.718 0.171 -1.549
O 2.539 0.379 -1.004
*
```

C10H22N2 | ωB97M-V/def2-TZVPD

- SMILES: C=C=CCNCCCCNC.C
- Lowest unoccupied orbital energy: 0.0309 hartree
- Relative energy (zero: lowest compared OMol25 entry of this formula, charge and spin): 98.0 kcal per mole

Geometry as ORCA input:
```
! wB97M-V def2-TZVPD RIJCOSX def2/J DEFGRID3
* xyz 0 1
C -1.139 -5.494 -0.887
C -1.134 -4.168 -0.854
C -1.111 -2.878 -1.090
C -0.187 -1.992 -0.438
N -0.815 -0.788 0.026
C -0.595 -0.366 1.459
C 0.717 0.405 1.646
C 0.893 1.504 0.628
C -0.227 2.522 0.625
N -0.326 3.082 1.965
C -1.096 4.316 2.059
H -1.776 -6.095 -0.263
H -0.420 -6.029 -1.500
H -1.865 -2.456 -1.753
H 0.331 -2.564 0.455
H 0.619 -1.888 -1.223
H -0.685 -0.053 -0.594
H -1.489 0.142 1.853
H -0.418 -1.274 1.984
H 0.818 0.653 2.784
H 1.367 -0.512 1.501
H 0.943 0.904 -0.327
H 1.844 2.049 0.728
H 0.084 3.301 -0.127
H -1.201 2.112 0.227
H 0.580 3.338 2.348
H -0.459 5.174 1.869
H -1.436 4.409 3.215
H -1.978 4.306 1.369
C 2.004 -0.321 -3.537
H 0.981 -0.174 -3.135
H 2.658 0.626 -3.384
H 1.990 -0.626 -4.616
H 2.529 -1.166 -3.014
*
```

What is the relative energy (zero: lowest compared OMol25 entry of this formula, charge and spin) in the first record? 24.6 kcal per mole